Density functional theory data (ωB97M-V/def2-TZVPD) for a 8-piece molecular cluster, C60H120BF6N7O12S2 overall at a distorted geometry.

The geometry in XYZ format:
```
208
C60H120BF6N7O12S2 (ωB97M-V/def2-TZVPD)
H 3.70896 -2.25654 -2.07572
H -6.51407 6.82613 2.53779
H -2.58388 -0.55549 -3.00411
O -0.36385 0.19800 1.28831
O 1.08945 -1.63310 1.15729
H 7.18348 -0.02654 -1.33185
S 4.90795 4.55553 0.86300
C -3.27790 -1.30105 -3.39215
H -1.37108 4.47216 -4.45486
H -2.15562 -0.23231 3.25596
H 6.17459 -1.56001 2.88712
O 1.93831 0.61715 1.71107
F 7.02293 8.26600 2.77680
C -2.37965 -3.23547 -2.12372
H -0.99851 -6.97659 -1.43168
H 0.10668 -8.77443 3.37217
H -5.36962 0.89195 -3.70407
C 1.49556 1.59621 0.86886
H -1.68600 -2.08150 -5.39609
N 1.53618 4.43824 -4.76153
C -2.81935 4.51458 0.61586
H -7.06556 0.76589 0.72265
C 3.45695 -9.23075 2.54960
O 0.69627 -3.84628 1.59870
H 2.29874 6.23645 -3.85575
C -2.63157 4.64142 -0.83171
N 1.50660 -7.67554 2.12517
H 1.93563 -5.64144 2.45982
H -3.41246 0.32701 4.48425
H -6.26016 7.56536 -0.01114
H 2.39260 3.55584 -6.43017
S 6.02479 5.67800 2.93637
H 3.41713 -2.80561 2.65369
H 0.16435 -6.19635 1.29296
H 0.79410 2.49847 -5.10243
H -4.63649 -3.71062 -3.79945
N 5.52328 -2.02497 0.98689
C 1.53106 0.95655 -2.95130
C 4.07603 -2.47375 4.68650
H -4.07924 5.64299 2.17988
H -7.46196 0.27056 3.06172
H 4.17522 -9.96249 2.17979
F 4.73526 3.23063 -1.54912
H 3.22475 -6.96902 4.32421
H 2.55985 4.86139 -2.91021
N 6.26642 5.48058 1.44650
H -4.36516 1.12158 0.97049
H 7.29868 -1.85904 -1.18079
H 5.83529 -4.20515 1.11822
N -5.00566 5.90884 0.28320
C 0.54682 5.75762 -2.71499
C -5.61891 -0.73371 3.45585
H -1.98611 -4.25052 -2.17751
H -2.07800 5.55646 -1.04234
C -3.27468 -2.59564 4.67306
H -1.38568 -3.74745 -4.82375
C 0.91383 -7.20275 -0.45383
O 2.16882 2.55779 0.44450
H -3.86771 1.37879 -3.78235
O -0.58030 1.72912 -0.42224
C -4.54536 0.80173 -4.41156
C 4.37170 -2.81559 3.17980
H -5.82615 3.89162 0.43067
H 0.83983 6.01125 -6.15004
F 7.34546 7.25511 4.58863
C -3.99682 4.57488 -1.59654
N -2.69208 -2.72284 -3.55836
H -5.08308 -1.13132 -4.89099
H -0.09088 -5.44725 -0.99348
F 8.63228 6.80645 2.85457
H -6.25089 5.09163 1.66560
O 0.35220 -2.78174 4.30197
H 0.91788 -2.39166 -1.92043
H 2.18689 0.28445 -2.39788
H -1.56383 6.38757 -3.13548
C 0.45619 5.11187 -5.66834
C 2.57630 -6.50837 2.29833
H -6.14870 -1.68475 3.40146
H 5.01882 -7.88100 1.91955
B 0.83797 -0.37025 1.88763
H -5.45985 -0.46318 4.49969
N -4.13016 -0.98197 2.84635
H -1.89827 4.42324 1.19150
C -1.27264 -2.48597 -1.40741
H 4.38407 -6.02627 3.40757
C 6.73261 -0.95130 -0.97180
H -3.33831 -3.33600 -1.61483
C 0.00110 1.22884 0.46132
C -0.03838 -6.46257 -1.38651
H -5.70530 6.04703 -1.64166
O 4.74183 3.30582 1.64073
C -0.03251 -2.66086 -2.38129
H -0.43042 7.26414 -3.97027
C 6.43821 -0.88106 0.52288
H -5.98718 1.32764 2.96445
H -3.11543 6.66795 1.16546
C -2.67353 -3.92018 5.10660
C 1.78019 5.34749 -3.49666
H 5.20529 -3.16559 -1.67252
H -7.06792 5.13054 0.15853
C 0.50286 -2.09809 3.27859
C 5.49797 -1.06932 -1.83243
C 0.45543 -7.21898 1.05298
H 4.59069 -0.84539 2.48875
H 0.13193 3.15383 -3.63499
C -6.49754 8.95780 2.37974
C -0.62182 6.23615 -3.66252
H 4.96076 -3.72358 3.05066
H -6.60910 9.34398 3.39291
H -0.42511 -7.85784 1.12082
H -4.74313 1.31122 -5.35464
H -2.02787 3.83528 -1.24859
H 7.39072 -1.05949 1.02187
C 4.25949 -2.22399 0.06116
H -7.42786 9.03270 1.81672
H 0.17497 4.38319 -6.42863
H -3.28914 3.61329 1.00963
H 0.20847 4.81675 -2.28096
H -3.06475 -0.71029 1.00418
H -6.81804 -0.88517 1.00861
H 3.56052 -1.39578 0.17785
H 5.81554 -1.09882 -2.87472
H 3.67162 3.79175 -5.25844
H 2.15632 2.84802 -2.26648
H 3.68097 -3.39560 5.11339
O 3.70772 5.34007 0.58635
H -4.39247 -1.92609 0.89009
H 0.35518 -6.49903 -2.40233
H 3.03003 -9.69011 3.44113
H -4.13354 6.75304 -1.37607
H -4.18393 -2.45851 5.25834
H -4.97380 0.13849 -0.36954
C -3.67872 -3.71614 -4.31979
C -3.68941 5.74132 1.16673
O 0.56054 -0.76671 3.26246
H -3.82858 4.43364 -2.66417
H -2.44084 -2.40026 2.77309
C -0.83680 5.33934 -4.84300
H 0.54207 1.09089 -2.51318
H 3.84537 -3.15289 0.45325
H 3.00821 2.28978 -3.78128
H -3.51438 -4.61309 5.07596
H -1.61577 -1.50023 -1.09328
H -3.43728 -4.77904 -4.31321
H 2.95286 -6.28390 1.30038
C -4.86240 0.18621 0.71370
C -3.43652 -2.32436 3.21008
H 6.88742 -3.49091 -0.15648
H 4.94907 -0.15521 -1.60614
H 1.92491 -6.79557 -0.44944
H -2.76955 -1.81186 5.23754
C -1.47240 -2.70247 -4.52611
H -4.58286 3.66632 -1.45808
H -0.55251 -1.03144 -3.57450
C -6.09004 4.93574 0.59886
C -6.36399 0.08592 1.20591
C -0.29191 -2.06113 -3.81933
C 0.80062 -7.93776 3.45302
C -4.73094 5.86051 -1.19008
C 2.07495 2.32483 -3.21924
H -4.62016 8.03751 0.46074
H -1.82632 -4.26031 4.51106
H -3.33981 0.91643 2.81478
C 3.62990 -6.80890 3.32505
O 6.41381 4.53179 3.69200
H 2.94442 5.16823 -6.29950
C 7.41602 7.08352 3.31273
H 0.22818 -3.70925 -2.52627
H -4.15848 -3.06236 2.86045
H 4.94221 -2.06206 5.20451
O 4.71560 6.29556 3.24297
H 2.73546 -8.62981 0.59317
H -3.52815 -0.52553 -5.37869
H 1.43234 -8.14671 4.31637
C -5.79713 7.55944 2.16852
H 3.25777 -1.75394 4.66599
C 5.59840 3.97722 -0.87219
H 0.17913 -7.05064 3.57495
F 6.72732 3.41933 -0.67009
C -4.07168 -0.97887 1.32366
C -6.43097 0.36253 2.72008
H 1.22973 0.49082 -3.88959
C -5.43412 7.34159 0.66391
H 0.55858 -2.05845 -4.50106
C -3.19041 0.04670 3.45459
F 5.76624 5.06879 -1.67014
C 2.79836 4.26437 -5.70806
H -1.60105 5.81352 -5.45877
H 6.06846 0.12701 0.71042
H -3.97370 -3.35305 -5.30429
H -1.00637 -2.96206 -0.46373
C 5.18626 -1.75815 2.47235
H -4.90506 7.47751 2.78948
H -4.00121 -1.46847 -2.59408
C 4.42092 -8.07667 2.80968
C 1.06179 3.03230 -4.19059
H -2.41785 -3.68775 6.14038
C 4.62927 -2.25807 -1.49166
H 7.20028 -3.14635 1.55089
H 0.97446 -8.24807 -0.75670
C 0.68687 -2.63509 1.87396
H 1.60380 -9.65418 1.51849
C 6.41858 -3.33563 0.81521
H -5.86343 9.77419 2.03403
C -4.17844 -0.65463 -4.51350
H 5.24953 -8.25539 3.49493
C 2.33662 -8.84990 1.58342
H 0.69202 6.54732 -1.97785
```

The calculation puts the max |F| at 5.94 eV/Å. Its gap between HOMO and LUMO is 5.22 eV. The total charge is +4.

These are the Löwdin partial charges, in e, on atoms 1 to 8: H 0.101; H 0.097; H 0.122; O 0.180; O 0.218; H 0.138; S 0.698; C -0.092